DFT (ωB97M-V with the def2-TZVPD basis set) results for a cluster of 2 separate species, C3H7S in total in a non-equilibrium geometry.

Summary:
Lowest unoccupied orbital energy ... 3.6 eV
HOMO level ... -2.46 eV
Charge ... -1
Frontier orbital gap ... 6.0 eV

Positions of all 11 atoms, in Å:
S (-1.4335, -2.4214, -0.7139)
H (-0.6367, -1.4064, -1.2771)
C (1.9371, 2.3187, -0.0048)
C (0.8774, 1.8034, 0.9497)
C (-0.0315, 0.8155, 0.7691)
H (2.8646, 2.0402, 0.3067)
H (1.8897, 3.4734, -0.2543)
H (1.9245, 1.7546, -0.9586)
H (0.8056, 2.5715, 1.7447)
H (-0.7756, 0.6503, 1.5481)
H (0.1661, 0.0336, 0.0282)

Atom charges from the Mulliken analysis, given in e for atoms 1 to 5: S -0.8706; H -0.0886; C -0.9927; C 0.0594; C -0.5164

=====

DFT (ωB97M-V with the def2-TZVPD basis set) results for a structure of composition C19H28BeBrCl7F9KN2O12S in a non-equilibrium geometry.

Summary:
Lowest unoccupied orbital energy ... -2.5 eV
HOMO level ... -6.57 eV
Frontier orbital gap ... 4.1 eV

Positions of all 81 atoms, in Å:
C (-2.8914, -7.4499, -2.3838)
C (-2.7753, -8.1714, -1.0771)
O (-2.4795, -9.3335, -1.0274)
O (-3.0334, -7.4793, 0.0906)
C (-1.8768, -7.0190, 0.7496)
C (-0.7717, -6.4542, -0.2027)
C (0.3591, -5.6118, 0.4918)
C (-0.1376, -4.5307, 1.4460)
C (-1.1763, -3.5995, 0.8520)
C (-1.7872, -2.5451, 1.7811)
O (-1.6618, -2.4451, 2.9569)
N (-2.5204, -1.6739, 0.8852)
C (-1.4353, -1.4155, -0.1025)
C (-0.8032, -2.8163, -0.4340)
Cl (0.9535, -2.4827, -0.5666)
H (-3.5313, -8.0020, -3.0628)
H (-1.8813, -7.4388, -2.7937)
H (-3.2394, -6.4381, -2.2014)
H (-1.4809, -7.7917, 1.4354)
H (-2.2024, -6.2191, 1.4114)
H (-0.2781, -7.3184, -0.6850)
H (-1.2568, -5.8412, -0.9531)
H (0.8944, -5.1059, -0.3082)
H (1.1266, -6.2236, 0.9858)
H (0.7221, -3.9123, 1.7075)
H (-0.5014, -4.9355, 2.3914)
H (-2.0268, -4.2147, 0.5346)
H (-3.1390, -2.3165, 0.3873)
H (-0.6634, -0.9635, 0.5160)
H (-1.7880, -0.8104, -0.9260)
H (-1.2128, -3.2687, -1.3296)
C (-3.8295, 3.4925, -2.2782)
C (-3.1411, 3.0935, -1.0047)
O (-3.6124, 1.7483, -0.7582)
S (-3.8603, 0.9885, -2.1202)
O (-2.6999, 0.2079, -2.4003)
O (-5.1556, 0.4256, -2.1065)
O (-3.8319, 2.2922, -3.1159)
H (-4.8669, 3.7740, -2.0969)
H (-3.3186, 4.2954, -2.7954)
H (-3.3974, 3.7384, -0.1707)
H (-2.0579, 3.0665, -1.1216)
K (0.7825, -7.9994, 1.7721)
C (-0.8329, -5.5973, 6.0693)
Cl (-2.3864, -5.2866, 5.3055)
Cl (0.3667, -6.0872, 4.8395)
Cl (-0.2591, -4.1975, 6.9444)
H (-0.9472, -6.4193, 6.7627)
C (-0.2299, 4.8742, -3.2306)
Cl (-1.3346, 5.8932, -2.3326)
Cl (0.4565, 3.6272, -2.1797)
Cl (-1.0273, 4.0959, -4.6140)
H (0.5793, 5.4904, -3.5963)
C (2.2769, 8.2174, -0.3697)
C (2.7744, 7.1643, -1.3414)
C (2.8965, 5.7421, -0.7954)
F (3.8841, 5.5800, 0.2534)
F (3.3295, 4.9132, -1.7520)
F (3.9414, 7.5512, -1.9257)
F (1.8592, 7.0793, -2.3432)
O (3.2368, 9.0882, 0.2601)
C (3.8634, 8.6898, 1.3901)
C (5.3800, 8.6132, 1.1765)
F (5.6752, 7.7413, 0.1869)
F (6.0078, 8.1999, 2.2988)
F (3.2856, 7.5302, 1.8568)
F (3.6458, 9.6249, 2.3406)
H (1.6750, 8.8984, -0.9662)
H (1.5761, 7.7577, 0.3417)
H (1.9238, 5.4053, -0.4163)
H (5.7571, 9.6008, 0.9067)
Br (4.5009, 5.4467, 2.2028)
N (5.7267, 3.3645, 4.2630)
O (4.5038, 3.6477, 4.3705)
O (6.4591, 4.1657, 3.6279)
O (6.1706, 2.3320, 4.7547)
O (-0.2880, -8.2983, -3.8516)
H (-0.8361, -9.0908, -3.8159)
H (0.5716, -8.6095, -4.1533)
Be (-2.9493, 1.2663, -4.8532)
F (0.2868, 6.5582, 0.1817)

Atom charges from the Mulliken analysis, given in e for atoms 1 to 5: C -1.1264; C 0.7467; O -0.5655; O -0.3775; C -0.5022

=====

DFT (ωB97M-V with the def2-TZVPD basis set) results for a structure of composition C26H32N2O4 in a non-equilibrium geometry.

Summary:
Lowest unoccupied orbital energy ... 0.6 eV
HOMO level ... -7.41 eV
Frontier orbital gap ... 8.0 eV

Positions of all 64 atoms, in Å:
C (1.0987, 1.0803, 2.0510)
O (-0.1378, 1.9944, 2.1627)
C (-0.3779, 2.6451, 3.4108)
C (0.2998, 2.3473, 4.4491)
C (-0.0962, 3.0848, 5.4421)
C (-0.7841, 4.0857, 5.4283)
C (-1.3426, 4.3629, 4.1864)
C (-1.3857, 3.5095, 3.2282)
C (-2.0992, 3.8107, 2.0073)
C (-2.4623, 3.0870, 1.0366)
C (-3.1366, 3.3435, 0.0081)
N (-2.6602, 3.0158, -1.3899)
C (-2.9062, 1.8826, -2.1335)
C (-1.6297, 0.8473, -1.4580)
H (-1.9354, -0.1509, -2.0788)
H (-1.6058, 0.6432, -0.5387)
C (-0.2917, 1.5284, -1.9992)
C (-0.0792, 2.7980, -1.2515)
C (-1.3559, 3.7401, -1.5151)
H (-1.0454, 3.8752, -2.7139)
H (-1.2885, 4.5995, -1.1668)
H (1.0112, 3.1408, -1.4015)
H (-0.1311, 2.6335, -0.0023)
H (0.0005, 1.5375, -2.9343)
O (0.5495, 0.4380, -1.1820)
C (0.8435, -0.6275, -1.7783)
C (1.1362, -1.5935, -1.0579)
C (1.3870, -3.0250, -1.0690)
C (1.4354, -3.3724, -2.6445)
C (1.0718, -2.3300, -3.5577)
C (0.7740, -1.1124, -3.0808)
O (0.4240, -0.1586, -4.1391)
C (0.4930, -0.4219, -5.4286)
H (-0.3645, -1.1492, -5.7964)
H (0.2577, 0.4799, -6.0757)
H (1.4915, -0.8619, -5.6334)
H (0.8196, -2.7395, -4.5336)
H (1.7681, -4.2784, -2.9015)
C (1.7540, -3.9625, -0.0976)
O (2.3737, -3.6816, 0.9836)
N (1.5218, -5.0840, -0.4258)
C (1.9342, -6.3369, 0.5667)
C (2.0493, -7.7102, 0.0074)
C (0.6766, -7.3756, 0.5742)
H (0.4555, -7.9156, 1.7356)
H (-0.2774, -7.2305, 0.0892)
H (2.7289, -8.0945, 0.5612)
H (1.9934, -7.6425, -1.0681)
H (2.0644, -5.9208, 1.5508)
H (1.0334, -5.6071, -1.2159)
H (1.2144, -1.3902, 0.2045)
H (-2.7587, 1.9216, -3.0233)
H (-3.8822, 1.5705, -1.5832)
H (-3.3288, 4.6576, -0.1710)
H (-4.1290, 3.1266, -0.1675)
H (-2.0147, 2.0678, 1.2534)
H (-2.3795, 4.9192, 1.8430)
H (-2.1442, 5.0917, 4.2749)
H (-0.9945, 4.6908, 6.5063)
H (0.8463, 3.0767, 6.5214)
H (0.9613, 1.5530, 4.4788)
H (2.0144, 1.5916, 2.3728)
H (1.0569, 0.7676, 1.0130)
H (1.0264, 0.0110, 2.5352)

Atom charges from the Mulliken analysis, given in e for atoms 1 to 5: C -0.1547; O -0.4965; C 0.9872; C -0.4589; C -0.5621